(1)
2
Properties=species:S:1:pos:R:3:forces:R:3 method="wB97M-V/def2-TZVPD" charge=+1 orbital_gap_ev="10.2 / 5.6" e_homo_ev="-16.964 / -15.629" spin_multiplicity=3 energy_ev=-73510.26891 mol_weight_g_mol=186.32 e_above_lowest_kj_mol=156.9
Br 25.332 -8.522 7.762 0.97 1.04 -1.81
Pd 26.548 -7.218 5.499 -0.97 -1.04 1.81

(2)
16
Properties=species:S:1:pos:R:3:forces:R:3 method="wB97M-V/def2-TZVPD" orbital_gap_ev=9.0 e_homo_ev=-8.609 energy_ev=-31053.82361 mol_weight_g_mol=156.23 smiles="O=C(O)CCSS.O" e_above_lowest_kj_mol=48.5
C 0.224 -0.077 1.154 1.26 -0.26 0.91
S -0.054 0.974 2.625 0.12 -0.11 -0.29
H 0.476 -1.001 1.660 -0.25 -0.58 -0.41
S -2.092 1.064 2.653 -0.38 2.03 0.01
H 2.386 0.308 0.713 0.03 -0.08 0.04
O 2.504 -0.721 -1.632 -0.15 -0.20 0.55
H 1.174 1.242 -0.201 0.32 0.44 -0.14
O 0.403 -1.319 -1.337 -0.39 0.05 0.64
C 1.410 0.282 0.245 -1.63 -0.45 -0.39
H -0.677 -0.190 0.576 -0.29 0.13 -0.11
H -2.522 -0.145 2.454 0.10 -1.56 0.10
H 2.327 -1.404 -2.297 0.24 0.11 -0.29
H -3.017 0.739 -1.669 -0.27 0.26 0.07
O -2.136 0.919 -2.002 0.29 -0.91 0.07
C 1.346 -0.692 -0.928 0.88 0.54 -0.68
H -1.752 0.021 -2.012 0.10 0.58 -0.09

(3)
26
Properties=species:S:1:pos:R:3:forces:R:3 method="wB97M-V/def2-TZVPD" charge=+2 orbital_gap_ev="6.3 / 6.6" e_homo_ev="-16.539 / -16.769" spin_multiplicity=4 energy_ev=-45285.78809 mol_weight_g_mol=377.38 e_above_lowest_kj_mol=560.5
O -1.768 -3.606 -3.017 0.99 3.02 2.41
O -2.016 0.899 -3.412 1.40 -2.47 2.96
C 0.099 -0.573 2.425 -0.03 -0.05 -0.05
C 0.492 0.620 -5.429 -0.90 -0.18 1.21
O 0.242 0.725 -0.069 0.51 1.38 0.19
O 1.180 0.743 -6.290 0.93 0.17 -1.19
H 0.324 -0.356 3.484 -0.05 0.00 -0.39
C -2.276 -1.142 0.132 -9.46 -1.70 6.34
O -3.129 -1.099 0.937 4.60 0.13 -4.02
P 0.521 0.895 1.418 1.02 2.00 1.50
H -0.974 -0.841 2.375 0.48 0.34 0.06
H -1.561 2.129 1.747 0.45 -0.10 0.06
C -0.483 2.335 1.864 0.10 -0.02 0.72
H -0.234 3.202 1.224 0.12 -0.56 0.18
C 0.505 -2.508 -0.188 6.91 -9.99 4.90
H 2.607 1.484 2.499 0.00 -0.08 -0.29
C -1.452 -2.738 -2.333 -1.56 -4.71 -3.55
H 0.623 -1.195 -2.444 1.51 -1.69 -2.86
H -0.296 2.617 2.912 -0.14 -0.03 -0.29
H 2.542 2.122 0.830 -0.41 -0.35 0.24
H 0.692 -1.466 2.150 -0.10 0.59 0.16
H 2.893 0.395 1.112 -0.38 0.22 0.16
C 2.296 1.253 1.468 0.08 -0.01 0.71
C -1.623 0.175 -2.615 -5.49 5.42 -8.51
O 1.260 -3.224 0.339 -3.62 3.57 -2.52
Nd -0.463 -0.845 -1.121 3.04 5.11 1.90